An isolated molecule of C30H23ClF5N3O3 at a distorted geometry. Source: the OMol25 dataset; level of theory: ωB97M-V/def2-TZVPD.

Results
- HOMO-LUMO gap: 6.85 eV
- Energy relative to the best compared isomer or geometry (same formula, charge and spin): 0.00 kcal per mole

Geometry as XYZ:
```
65
Properties=species:S:1:pos:R:3:forces:R:3
C 1.2633 2.6914 -2.9294 0.378 -0.073 0.316
F 1.6747 -3.1018 5.1662 -0.243 0.937 -0.275
H 0.2965 3.1983 -3.0269 0.234 -0.210 -0.064
C 3.9164 3.5410 0.7049 0.153 0.344 -0.498
H 1.9089 3.9718 -1.3512 0.020 -0.157 -0.197
C 2.1873 -1.0302 4.1009 0.257 -0.550 -0.218
H 2.9817 4.0287 0.4156 0.139 -0.288 0.173
H 4.3841 3.0844 -0.1781 -0.225 0.027 0.327
C -0.1924 -0.3863 -1.4995 -0.764 -0.014 -1.093
C -0.0224 -1.4470 4.9540 -0.423 -0.294 0.054
F 3.4464 -1.4571 3.8342 -0.811 0.236 0.303
C -2.3195 -1.7195 -2.2130 0.349 0.444 1.296
C -0.4473 -0.2042 4.4740 -0.386 -0.016 -0.145
H 4.6062 4.2865 1.1140 -0.170 -0.153 -0.084
H 3.2213 3.0423 -2.1199 -0.169 0.092 -0.113
H -1.7280 -0.3983 -4.4579 -0.101 -0.266 0.072
H -0.7100 -3.8532 2.4600 -0.264 0.104 -0.068
H 0.6237 -2.1732 1.2137 -0.476 -0.022 0.129
N 3.6716 2.5632 1.7483 -0.490 -0.963 0.467
C -0.2761 0.0626 -0.0625 -0.566 0.475 1.173
C -0.4608 -2.0580 1.3115 -0.331 -0.260 0.246
H -4.5139 -3.2142 -2.7979 0.057 0.032 -0.252
F -0.9056 -2.2585 5.5706 0.720 0.588 -0.501
H 0.6400 -1.1140 -1.6184 -0.627 0.003 0.043
C -2.6073 -2.8637 2.0833 -0.037 -0.035 0.140
C 3.9307 1.4813 3.6491 0.074 0.221 0.105
H -0.8199 1.0266 -0.0313 0.177 -0.368 -0.028
C 0.1329 0.7818 -2.4558 -0.144 0.375 -0.548
C -2.5329 -1.1152 -4.6047 -0.212 -0.283 -0.541
C -4.1196 -2.6896 -3.6693 0.393 0.215 -0.172
C -4.7075 -2.8455 -4.9238 0.191 0.190 -0.257
C -3.0062 -1.8518 -3.5117 -0.485 0.325 -0.596
H 5.3963 2.9877 2.9633 0.020 -0.045 0.024
H -2.6756 -0.7735 -6.7304 -0.115 -0.014 0.047
H 1.5800 2.2992 -3.9029 -0.161 0.217 0.137
C 2.6305 1.6967 1.8500 0.315 0.969 -0.188
Cl -4.8556 -2.3964 -7.5851 -0.267 -0.100 -0.513
N 2.7525 1.0736 3.0333 0.338 -0.147 0.163
C 2.2849 3.5824 -2.3036 0.369 0.565 0.182
C -3.0834 -1.2985 -5.8745 -0.348 -0.275 0.471
C 0.4775 0.6350 3.8594 -0.494 0.869 0.010
H -4.3239 -1.6531 1.5296 0.231 -0.116 0.072
F -1.7449 0.1553 4.5684 1.153 -0.235 0.121
C -1.2218 -3.0069 2.0006 0.131 0.138 -0.152
C -2.4817 -0.8212 0.8048 0.114 -0.176 0.354
O 1.1256 1.5637 -2.0237 -0.566 0.093 -0.941
C 1.4360 1.5885 0.9711 -1.538 -1.740 -1.649
H -2.7200 -2.3941 -1.4273 0.207 -0.118 -0.040
H -2.9439 0.0377 0.3130 0.061 -0.280 0.205
H 2.4921 4.4302 -2.9633 0.045 -0.068 0.043
N -1.4168 -0.8723 -2.0169 0.095 -1.345 -1.456
C 1.7858 0.2147 3.6444 0.270 0.171 -0.024
C -1.0948 -0.9616 0.7401 0.328 0.453 -0.655
O -0.4634 1.0153 -3.4945 0.642 -0.374 1.095
C 1.2936 -1.8698 4.7594 -0.055 -0.396 0.164
H 1.7256 -0.5388 0.7040 -0.097 0.134 0.179
H -5.5677 -3.4942 -5.0599 0.123 0.092 0.012
C -3.2419 -1.7715 1.4832 0.186 0.045 -0.067
O 0.8312 2.6576 0.6781 0.596 0.590 0.540
H 4.2238 1.1229 4.6166 0.017 -0.114 0.030
C 1.0380 0.2958 0.5692 1.755 1.624 1.206
C -4.1736 -2.1678 -6.0322 0.582 0.153 1.344
C 4.5023 2.4028 2.8459 -0.561 -0.146 -0.010
F 0.1102 1.8874 3.5031 0.273 -1.280 0.263
H -3.1934 -3.6055 2.6280 0.134 0.202 -0.163
```
Positions in Å, forces in eV/Å.